{"formula": "C3H3BrO2", "method": "wB97M-V/def2-TZVPD", "homo_ev": [-7.7, -10.8], "total_charge": 0, "homo_lumo_gap_ev": [8.28, 8.21], "spin_multiplicity": 3, "symbols": ["C", "C", "C", "O", "O", "Br", "H", "H", "H"], "coordinates": [[-1.557, -1.479, 0.821], [1.141, 1.330, -0.877], [1.256, -0.110, -0.796], [-2.054, -2.356, 0.204], [2.337, 0.589, -0.855], [-2.460, -0.745, 2.386], [-0.473, -0.938, 0.750], [0.908, 1.974, -1.709], [0.903, 1.734, 0.078]], "forces_ev_per_angstrom": [[1.5408, 0.2998, 0.1851], [-2.1343, 1.1088, 0.7918], [-1.7566, -1.5999, -0.6447], [0.8199, 0.8846, 0.1048], [3.8265, -0.0049, -0.1437], [-0.0184, 0.1508, 0.0145], [-2.3127, -1.3425, -0.3314], [0.1456, -0.3368, -0.5615], [-0.1109, 0.8400, 0.5851]], "mulliken_spin": [0.014, 0.209, 1.588, 0.002, 0.144, 0.010, 0.010, 0.011, 0.012]}

---

{"formula": "C3H3BrOS", "method": "wB97M-V/def2-TZVPD", "homo_ev": [-7.7, -7.4], "total_charge": 0, "homo_lumo_gap_ev": [7.48, 6.65], "spin_multiplicity": 1, "symbols": ["C", "C", "C", "O", "S", "Br", "H", "H", "H"], "coordinates": [[0.238, -0.529, 0.899], [1.477, 0.837, -0.997], [-1.128, -0.440, 0.559], [1.093, -0.923, 1.632], [3.030, 1.007, -1.147], [0.085, 1.354, -2.260], [-1.484, 0.517, 0.223], [-1.304, -1.077, -0.225], [-2.006, -0.746, 1.316]], "forces_ev_per_angstrom": [[5.0987, 0.2583, 1.3553], [-1.1678, -0.9417, 0.9238], [-3.8423, 0.3352, 2.8268], [-3.0829, 0.8797, -1.9165], [-0.1679, 0.0439, 0.0128], [0.3257, 0.0521, 0.0837], [0.6257, 0.6842, -0.2610], [-0.1545, -1.6368, -2.2657], [2.3653, 0.3252, -0.7592]], "nbo_charge": [0.739, -0.469, -0.806, -0.419, 0.133, -0.003, 0.291, 0.283, 0.251]}

---

Quick rundown of energy relative to the best compared isomer or geometry (same formula, charge and spin), same order as above: 3.236, 2.962 eV
Quick rundown of F_max, same order as above: 3.8, 5.3 eV Å⁻¹